Entry 1:
# C23H28N4O7

One molecule with the formula C23H28N4O7 in a non-equilibrium geometry (ωB97M-V/def2-TZVPD, OMol25).

XYZ file:
```
62
C23H28N4O7, DFT ωB97M-V/def2-TZVPD
C -2.47732 -4.43525 0.01109
C -1.44229 -3.40568 -0.24944
C -1.42823 -2.29350 -1.03769
C -0.13162 -1.75315 -0.82847
N 0.55276 -2.50021 0.00908
O -0.25771 -3.52766 0.37300
N 0.44910 -0.64026 -1.38952
C -0.18530 0.26231 -2.18675
O -1.36418 0.21106 -2.46333
C 0.73201 1.34808 -2.72362
C 0.28811 2.72760 -2.21136
H -0.79785 2.77985 -2.23655
C 0.85838 2.96672 -0.82858
O 2.01647 3.34253 -0.69296
N 0.07925 2.72149 0.24706
C -1.24906 2.21919 0.20311
C -1.51872 0.96829 0.73508
C -2.81498 0.47350 0.73090
C -3.85476 1.25697 0.21805
C -3.57276 2.50931 -0.31080
C -2.28107 2.99309 -0.31686
H -2.07384 3.97842 -0.70556
H -4.38968 3.09375 -0.70174
O -5.15998 0.84305 0.24444
C -5.38017 -0.25095 1.10615
C -4.29560 -1.30631 0.89975
H -4.45396 -2.16974 1.54722
O -3.03206 -0.77888 1.23658
H -4.29936 -1.62358 -0.15139
H -6.36888 -0.64327 0.86374
H -5.36225 0.08631 2.15179
H -0.73756 0.36392 1.16702
C 0.62542 2.96760 1.57688
H 1.26176 3.85602 1.52190
H -0.20438 3.14099 2.26312
C 1.46062 1.79029 2.10218
O 1.09208 1.08509 3.01917
N 2.63702 1.65656 1.46674
H 2.80227 2.22491 0.64095
C 3.50386 0.53081 1.71702
H 4.52808 0.82169 1.47700
H 3.42351 0.27478 2.77633
C 3.08278 -0.69042 0.88278
C 4.01440 -1.89162 1.06269
H 4.50216 -1.88666 2.03399
C 4.99139 -1.73432 -0.10017
H 5.45012 -2.67222 -0.40242
C 4.07782 -1.16571 -1.18015
H 4.59931 -0.54569 -1.91324
O 3.12895 -0.34955 -0.50893
H 3.55084 -1.97514 -1.70354
H 5.77611 -1.01957 0.14994
H 3.44030 -2.81102 0.95326
H 2.04892 -0.94776 1.13687
H 0.70814 3.49916 -2.85908
H 0.63736 1.33514 -3.81152
H 1.77193 1.16293 -2.45403
H 1.42680 -0.49051 -1.12961
H -2.18702 -1.89565 -1.67441
H -2.79969 -4.38270 1.04982
H -2.06694 -5.42842 -0.16261
H -3.33077 -4.27603 -0.64038
```

Output
- Structure (SMILES): Cc1cc(NC(=O)CCC(=O)N(CC(=O)NC[C@@H]2CCCO2)c2ccc3c(c2)OCCO3)no1
- Gap between HOMO and LUMO: 9.06 eV
- LUMO: 0.7324 eV
- F_max: 1.22 eV/Å
- DFT total energy: -44598.7998 eV
- Energy above the lowest of the compared OMol25 structures with the same formula, charge and spin: 265.0 kJ/mol
- HOMO: -8.32 eV
- Total charge: 0

---

Entry 2:
# C23H28N5O6PS4Sc

C23H28N5O6PS4Sc as an isolated structure in a non-equilibrium geometry (ωB97M-V/def2-TZVPD, OMol25).

XYZ file:
```
68
C23H28N5O6PS4Sc, DFT ωB97M-V/def2-TZVPD
Sc -1.06030 -1.25547 -1.47300
C -1.52972 3.13170 -2.79996
C -0.99116 2.73826 -4.16156
C -1.98888 1.93224 -4.96805
O 0.31100 2.09325 -4.10109
P 0.73930 0.71145 -3.41430
S -0.20568 -0.86899 -4.06622
S 0.60532 0.79271 -1.42413
O 2.25298 0.64491 -3.90624
C 3.21842 1.71848 -3.92451
C 3.13275 2.63738 -2.71844
C 3.14097 2.46161 -5.24556
H -2.36599 3.81656 -2.95683
H -0.77064 3.64520 -2.20816
H -1.89459 2.27627 -2.23541
H -0.74419 3.64718 -4.71993
H -2.33970 1.05941 -4.42130
H -1.56088 1.61025 -5.91777
H -2.84583 2.57753 -5.17531
H 4.17036 1.18344 -3.87326
H 2.19700 3.19387 -2.69942
H 3.95547 3.35357 -2.77896
H 3.22377 2.07968 -1.78853
H 2.21292 3.02672 -5.31116
H 3.17540 1.75540 -6.07496
H 3.98103 3.15227 -5.33842
C -4.02869 -3.28118 -2.53808
C -2.89426 -4.02641 -1.92091
C -3.02633 -5.29099 -1.37093
C -1.90265 -5.81720 -0.74490
N -0.72598 -5.22590 -0.70764
C -0.63184 -4.04365 -1.34742
S 0.85661 -3.19259 -1.48926
N -1.70169 -3.42192 -1.90520
H -4.80633 -3.97444 -2.86187
H -3.68397 -2.70078 -3.39346
H -4.45759 -2.57618 -1.82172
H -3.96775 -5.81960 -1.38966
H -1.97146 -6.77669 -0.23796
O -4.79299 -0.47208 -1.13851
S -3.43140 -0.09128 -0.86676
O -2.66054 -1.21062 -0.15663
O -2.59144 -0.07416 -2.14885
O -3.26414 1.15084 -0.14058
N 0.78555 1.04412 5.48991
C 1.47030 1.08613 6.68449
C 1.42308 1.95997 7.76480
C 2.27990 1.69337 8.81517
C 3.15274 0.59418 8.79036
C 3.19266 -0.26711 7.71315
C 2.33700 -0.01398 6.64232
N 2.17757 -0.70034 5.45253
C 1.25524 -0.04798 4.80157
C 0.75114 -0.41079 3.46918
C -0.27329 0.29375 2.84379
C -0.70436 -0.10449 1.58930
N -0.16238 -1.14151 0.94022
C 0.82486 -1.80662 1.53573
C 1.30535 -1.48780 2.79560
H 0.09299 1.69409 5.16629
H 0.75040 2.80701 7.78721
H 2.27937 2.34757 9.67728
H 3.80668 0.42376 9.63546
H 3.86145 -1.11651 7.68813
H -0.76666 1.14522 3.29287
H -1.51179 0.43150 1.10509
H 1.23512 -2.62793 0.95976
H 2.10033 -2.06566 3.24262
```

Output
- Gap between HOMO and LUMO: 7.11 eV
- LUMO: 1.9197 eV
- F_max: 1.12 eV/Å
- DFT total energy: -117383.9129 eV
- HOMO: -5.19 eV
- Total charge: -1

---

Entry 3:
# C23H28N6O3

One molecule with the formula C23H28N6O3 in a non-equilibrium geometry (ωB97M-V/def2-TZVPD, OMol25).

XYZ file:
```
60
C23H28N6O3, DFT ωB97M-V/def2-TZVPD
C -5.91390 -1.24934 -2.32329
C -5.15866 -1.69708 -1.11148
C -4.17623 -0.88775 -0.55849
C -3.46109 -1.30884 0.55541
C -3.73925 -2.53925 1.14046
C -4.71417 -3.34955 0.58586
C -5.41562 -2.93484 -0.53156
H -6.17792 -3.57268 -0.95393
H -4.93325 -4.30532 1.03765
H -3.20890 -2.84770 2.02878
N -2.48916 -0.44959 1.12702
C -1.21682 -0.79380 1.39937
O -0.43959 -0.03963 1.96042
C -0.72782 -2.16081 0.89741
N 0.54194 -1.94600 0.27539
N 0.67045 -1.37355 -0.89568
N 1.92690 -1.26625 -1.13211
C 2.56674 -1.78642 -0.06158
N 1.69160 -2.22710 0.84270
C 3.98679 -1.85446 0.09541
C 4.73713 -2.36671 1.12396
C 6.08306 -2.16284 0.75848
C 6.06345 -1.54265 -0.46122
O 4.79507 -1.35459 -0.86522
C 7.16326 -1.07784 -1.34537
H 8.12209 -1.28158 -0.87877
H 7.11625 -1.58717 -2.30713
H 7.07272 -0.00832 -1.53030
H 6.95148 -2.43730 1.32170
H 4.35789 -2.82245 2.01469
H -1.41471 -2.59108 0.16740
H -0.57019 -2.83781 1.73934
C -2.89666 0.92378 1.40570
H -3.98482 0.95843 1.45940
H -2.46266 1.22646 2.36227
C -2.41311 1.86765 0.28474
O -3.15470 2.23274 -0.60673
N -1.12724 2.20643 0.40535
H -0.58018 1.77609 1.14004
C -0.39579 2.95871 -0.59441
C 0.14497 4.26212 0.00313
C 1.24703 4.00098 1.02697
C 2.37887 3.19184 0.40104
C 1.84671 1.86933 -0.13949
C 0.74534 2.11284 -1.16860
H 1.16683 2.64080 -2.02593
H 0.35404 1.15709 -1.52273
H 2.65123 1.30101 -0.61014
H 1.46401 1.26751 0.68861
H 3.15718 3.00484 1.14374
H 2.82479 3.76425 -0.41604
H 0.83967 3.45507 1.88047
H 1.63017 4.95425 1.39786
H 0.54467 4.87162 -0.80964
H -0.67622 4.81357 0.46554
H -1.11982 3.19173 -1.38311
H -3.96921 0.07864 -0.99241
H -5.51562 -1.74090 -3.21112
H -6.96664 -1.51128 -2.24079
H -5.82236 -0.17529 -2.45905
```

Output
- Structure (SMILES): Cc1cccc(N(CC(=O)NC2CCCCC2)C(=O)Cn2nnc(-c3ccc(C)o3)n2)c1
- Gap between HOMO and LUMO: 8.76 eV
- LUMO: 0.6220 eV
- F_max: 1.47 eV/Å
- DFT total energy: -39388.9125 eV
- Energy above the lowest of the compared OMol25 structures with the same formula, charge and spin: 144.6 kJ/mol
- HOMO: -8.14 eV
- Total charge: 0

---

Entry 4:
# C23H28N6O5

One molecule with the formula C23H28N6O5 in a non-equilibrium geometry (ωB97M-V/def2-TZVPD, OMol25).

XYZ file:
```
62
C23H28N6O5, DFT ωB97M-V/def2-TZVPD
C 5.07655 0.47018 -1.84024
C 3.62339 0.63043 -1.54175
N 2.84590 -0.30151 -2.04155
C 1.54829 -0.22257 -1.82823
N 0.56981 -1.03840 -2.17604
C -0.53625 -0.44634 -1.70234
N -0.32957 0.71092 -1.08586
N 0.99404 0.86577 -1.14843
C 1.75571 1.84189 -0.61954
C 3.12102 1.72454 -0.77860
C 4.04968 2.68872 -0.08588
H 5.01859 2.67250 -0.58014
H 3.65480 3.70435 -0.14449
C 4.25585 2.31230 1.40334
C 4.37045 0.79706 1.49074
O 5.42063 0.21600 1.33356
N 3.16496 0.18749 1.67576
C 2.77873 -1.09931 1.26440
C 3.69531 -2.06752 0.88453
C 3.27562 -3.28912 0.36463
C 1.92573 -3.50006 0.24156
C 1.00113 -2.53459 0.64739
C 1.39809 -1.33236 1.16950
H 0.67215 -0.59275 1.47048
O -0.26446 -2.98981 0.42309
C -0.11399 -4.24637 -0.20641
O 1.25396 -4.58962 -0.24096
H -0.50501 -4.18823 -1.23588
H -0.67295 -5.00712 0.35819
H 3.98711 -4.03569 0.05730
H 4.74744 -1.85967 0.97372
H 2.37868 0.79025 1.87593
H 3.42913 2.67322 2.01520
H 5.17934 2.76590 1.76130
C 1.04246 2.95660 0.07418
H 1.41493 3.11064 1.08416
H -0.01865 2.72288 0.11302
H 1.17769 3.88655 -0.47760
C -1.88920 -1.03886 -1.86316
N -2.93654 -0.10985 -1.52500
C -3.83925 -0.38636 -0.54909
O -3.98736 -1.47690 -0.05430
O -4.54852 0.72387 -0.27433
C -5.65045 0.67386 0.66334
C -6.71819 -0.30626 0.17847
H -7.03472 -0.04474 -0.82905
H -7.57867 -0.26800 0.84062
H -6.32119 -1.31734 0.17056
C -6.19889 2.10179 0.66807
H -6.52973 2.37671 -0.32988
H -7.03785 2.17501 1.35355
H -5.42401 2.79769 0.97851
C -5.14554 0.28952 2.05412
H -4.36760 0.98017 2.37291
H -5.96553 0.32769 2.76580
H -4.73677 -0.71681 2.03664
H -2.79808 0.85862 -1.76661
H -1.99577 -1.39370 -2.89575
H -1.99012 -1.90080 -1.19300
H 5.19965 -0.40582 -2.46922
H 5.64259 0.32879 -0.92160
H 5.46543 1.34460 -2.35964
```

Output
- Structure (SMILES): Cc1nc2nc(CNC(=O)OC(C)(C)C)nn2c(C)c1CCC(=O)Nc1ccc2c(c1)OCO2
- Gap between HOMO and LUMO: 7.99 eV
- LUMO: 0.2902 eV
- F_max: 1.37 eV/Å
- DFT total energy: -43485.1763 eV
- Energy above the lowest of the compared OMol25 structures with the same formula, charge and spin: 9.2 kJ/mol
- HOMO: -7.70 eV
- Total charge: 0